DFT (ωB97M-V with the def2-TZVPD basis set) results for the molecule C5H6O.

Each line ends with the natural charge from an NBO analysis.
Cartesian coordinates (Å):
C -1.249 0.578 1.942  -0.683
C -0.160 0.189 1.052  0.017
C 0.699 -0.135 0.269  -0.031
C 1.389 -0.526 -0.963  -0.567
C 0.292 -0.294 -1.995  0.459
O 0.275 0.637 -2.757  -0.512
H -0.896 1.194 2.772  0.239
H -1.747 -0.308 2.348  0.236
H -1.989 1.155 1.378  0.240
H 1.688 -1.580 -0.926  0.241
H 2.255 0.095 -1.205  0.249
H -0.557 -1.006 -1.916  0.111

Summary:
* SMILES string: CC#CCC=O
* E_tot: -7327.505 eV
* energy relative to the best compared isomer or geometry (same formula, charge and spin): 171.73 kJ/mol
* strongest force on any atom: 0.62 eV/Å
* gap between HOMO and LUMO: 10.46 eV